[1]
Density functional theory data (wB97M-V/def2-TZVPD) for a cluster of 4 separate species, C37H69ClN4O13S5 in total at a distorted geometry.

Geometry (Å):
C (-5.46280, -0.95899, -1.53794)
C (-4.35383, -1.74807, -2.28118)
S (-4.48027, -1.64727, -4.09889)
C (-2.79368, -1.25488, -4.64220)
C (-1.94999, -2.51478, -4.98465)
O (-1.15376, -2.72112, -3.83372)
C (-0.38950, -3.91315, -3.83663)
C (1.00700, -3.69667, -3.20772)
C (1.62841, -2.37585, -3.71145)
C (1.13553, -1.11025, -2.97284)
C (2.06662, -0.57158, -1.86315)
C (1.17709, 0.16569, -0.81687)
C (0.54508, -0.75604, 0.24136)
N (1.39616, -0.73001, 1.45714)
O (0.82979, -3.73120, -1.79091)
C (1.61909, -4.69953, -1.10701)
C (2.72558, -4.02841, -0.26162)
C (4.07885, -3.84811, -0.97082)
C (4.90575, -2.78654, -0.18367)
C (6.01762, -2.12127, -1.02192)
C (5.71829, -0.66831, -1.43882)
C (5.48462, 0.27502, -0.24913)
C (4.89789, 1.64013, -0.62734)
S (5.79130, 2.43104, -2.01836)
C (4.51257, 3.28383, -2.85563)
N (3.45410, 2.77275, -3.33381)
N (2.71993, 3.77036, -3.94120)
C (3.41349, 4.83239, -3.77811)
O (4.53776, 4.63533, -3.09886)
C (0.65115, -5.37844, -0.06541)
C (-0.77445, -5.43278, -0.57822)
O (-1.23580, -6.33675, -1.22207)
Cl (-1.84829, -4.02536, -0.19291)
C (-1.12526, -2.27078, -6.25627)
C (-0.38399, -1.11019, -6.32184)
C (0.37485, -0.89660, -7.45089)
C (0.35855, -1.85481, -8.44780)
C (-0.43626, -2.95580, -8.26054)
N (-1.19237, -3.19732, -7.19819)
H (-6.14284, -0.48859, -2.25339)
H (-6.01550, -1.66559, -0.91412)
H (-5.05117, -0.16390, -0.91428)
H (-3.39183, -1.35749, -1.93275)
H (-4.37807, -2.79884, -1.98455)
H (-2.78112, -0.50142, -5.43009)
H (-2.30197, -0.79577, -3.77422)
H (-2.66163, -3.33110, -5.15917)
H (-0.90404, -4.61923, -3.16780)
H (-0.32041, -4.41525, -4.80915)
H (1.63743, -4.50417, -3.60433)
H (2.71626, -2.45098, -3.57435)
H (1.44518, -2.29947, -4.78739)
H (0.13933, -1.23573, -2.54212)
H (1.03278, -0.31790, -3.72600)
H (2.67247, 0.21948, -2.32027)
H (2.67227, -1.36530, -1.41706)
H (0.34404, 0.57884, -1.40167)
H (1.68960, 1.02314, -0.36608)
H (0.42563, -1.76356, -0.18041)
H (-0.46632, -0.38958, 0.45484)
H (1.33317, -1.65564, 1.87428)
H (2.35245, -0.64792, 1.11926)
H (1.98845, -5.50993, -1.74384)
H (2.30470, -3.08261, 0.09248)
H (2.89188, -4.66593, 0.61758)
H (4.60099, -4.81067, -0.97663)
H (3.99411, -3.49555, -2.00569)
H (4.18887, -2.06625, 0.22081)
H (5.37074, -3.27660, 0.67999)
H (6.91017, -2.06091, -0.38100)
H (6.32143, -2.71507, -1.88986)
H (4.93016, -0.60735, -2.19661)
H (6.62557, -0.30679, -1.94160)
H (4.81949, -0.14375, 0.51359)
H (6.45860, 0.45335, 0.22535)
H (4.95974, 2.28689, 0.25343)
H (3.84578, 1.59679, -0.91417)
H (3.05352, 5.76159, -4.19425)
H (0.97295, -6.41941, 0.02455)
H (0.68154, -4.83869, 0.88279)
H (-0.36140, -0.34899, -5.55147)
H (0.98631, -0.00938, -7.58052)
H (0.94449, -1.76137, -9.35379)
H (-0.46682, -3.69333, -9.06361)
C (-8.06481, 2.57472, 2.68874)
C (-6.82302, 3.22466, 3.26728)
O (-5.76653, 2.27263, 3.48743)
S (-4.91851, 1.79139, 2.22373)
C (-3.60579, 1.02874, 3.11773)
O (-4.41085, 2.93996, 1.53888)
O (-5.64920, 0.77268, 1.53460)
H (-7.88732, 2.22113, 1.67341)
H (-8.88840, 3.28896, 2.66066)
H (-8.36129, 1.71208, 3.28589)
H (-6.47099, 4.04082, 2.63379)
H (-7.05425, 3.64991, 4.24305)
H (-3.07747, 1.79036, 3.68576)
H (-2.93853, 0.56900, 2.39179)
H (-4.02262, 0.27028, 3.77513)
C (3.82575, 6.37187, 3.30185)
C (3.13120, 5.74875, 4.49750)
O (2.02167, 4.92183, 4.10847)
S (2.33609, 3.46355, 3.54114)
C (0.69739, 2.83075, 3.64136)
O (3.16794, 2.77507, 4.48181)
O (2.70863, 3.57419, 2.16286)
H (4.32998, 5.61519, 2.70120)
H (4.57131, 7.09650, 3.63133)
H (3.10407, 6.87182, 2.65550)
H (3.83210, 5.17837, 5.10992)
H (2.71597, 6.53366, 5.12804)
H (0.39614, 2.79869, 4.68504)
H (0.70367, 1.82575, 3.21799)
H (0.03745, 3.47517, 3.06609)
C (-5.68039, 2.26455, 6.42398)
C (-4.59401, 3.01570, 7.16744)
O (-3.59019, 2.13028, 7.69912)
S (-2.48640, 1.55223, 6.70572)
C (-1.38850, 0.94035, 7.93845)
O (-1.86468, 2.64504, 6.01920)
O (-3.03589, 0.44772, 5.98353)
H (-5.29353, 1.81596, 5.51187)
H (-6.49185, 2.94026, 6.15198)
H (-6.07961, 1.45744, 7.03861)
H (-4.13119, 3.77583, 6.53525)
H (-5.02772, 3.52903, 8.02399)
H (-1.00969, 1.77789, 8.51805)
H (-0.57215, 0.43377, 7.42757)
H (-1.92781, 0.23975, 8.57067)

Values from the calculation:
orbital gap: 8.3 eV
electronic energy: -5099.39853 Ha

[2]
Density functional theory data (wB97M-V/def2-TZVPD) for the molecule C4N2O2 at a distorted geometry.

Geometry (Å):
C (3.42194, 0.69994, -1.92865)
C (-2.71338, 0.10789, 1.07789)
C (1.87119, -0.42447, -0.27135)
C (-0.56194, -0.57088, 0.12129)
N (2.70646, 0.19308, -1.10380)
N (-1.53908, 0.12850, 0.83633)
O (0.64758, -0.32380, -0.04999)
O (-3.83278, 0.18975, 1.31828)

Values from the calculation:
orbital gap (spin up / spin down): 7.7 / 7.7 eV
electronic energy: -412.11812 Ha

[3]
Density functional theory data (wB97M-V/def2-TZVPD) for a structure of composition C11H29ClCoNO5 at a distorted geometry.

Geometry (Å):
Co (-2.66847, -1.31550, -11.19442)
Cl (-0.35745, -1.32045, -10.60008)
C (2.21196, -1.30805, -14.24422)
C (1.04582, -1.84040, -15.14471)
O (0.28207, -2.82696, -14.50415)
O (1.86064, -0.43401, -13.17738)
H (2.85022, -0.72656, -14.90950)
H (2.84945, -2.12854, -13.91484)
H (1.46980, -2.17680, -16.09084)
H (0.40469, -1.02184, -15.47186)
H (-0.60175, -2.50430, -14.31355)
H (1.32883, -0.87979, -12.51400)
C (-2.54576, -4.71597, -11.12779)
O (-3.22414, -3.41567, -11.11959)
C (-4.67341, -3.58905, -11.11920)
C (-5.28264, -2.40862, -11.80367)
N (-4.77062, -1.19708, -11.11547)
C (-5.25419, 0.10202, -11.70442)
C (-4.29745, 1.21576, -11.23210)
O (-2.95251, 0.74084, -11.24057)
C (-2.12020, 1.83225, -11.01204)
H (-2.92340, -5.39533, -10.36362)
H (-1.47013, -4.55073, -11.06596)
H (-2.70730, -5.20851, -12.08665)
H (-5.07017, -3.84535, -10.13685)
H (-4.93900, -4.47230, -11.70007)
H (-6.36503, -2.50173, -11.71501)
H (-4.97967, -2.38875, -12.85053)
H (-5.15294, -1.18964, -10.18064)
H (-6.29637, 0.38450, -11.55562)
H (-5.12383, 0.01723, -12.78327)
H (-4.58030, 1.50337, -10.21949)
H (-4.44913, 2.03885, -11.93040)
H (-2.25378, 2.63984, -11.73179)
H (-1.07146, 1.53520, -11.01227)
H (-2.24075, 2.19029, -9.98960)
C (3.22630, -2.04876, -8.62710)
C (2.43039, -1.41693, -7.50139)
C (3.37694, -0.88118, -6.44120)
O (1.69024, -0.44583, -8.08726)
H (2.49073, -2.53430, -9.26841)
H (3.89727, -2.79953, -8.20967)
H (3.69346, -1.28720, -9.25152)
H (1.88427, -2.23105, -7.02487)
H (2.78963, -0.45289, -5.62896)
H (4.00350, -0.09107, -6.85501)
H (4.03185, -1.64331, -6.01886)
H (0.99678, -0.90308, -8.56855)

Values from the calculation:
orbital gap (spin up / spin down): 7.9 / 6.7 eV
spin multiplicity: 4
net charge: +1
electronic energy: -2710.15088 Ha

[4]
Density functional theory data (wB97M-V/def2-TZVPD) for the molecule CH4N3P at a distorted geometry.

Geometry (Å):
C (0.30036, -1.05389, -0.27744)
N (-1.13449, -0.77426, -0.23884)
N (-1.52520, 0.37201, -0.13387)
N (-0.61908, 1.31298, -0.05605)
P (1.23287, 0.60278, -0.27486)
H (0.69275, -1.46136, 0.80162)
H (0.45145, -1.71689, -1.15147)
H (-0.84173, 2.21228, 0.16483)
H (1.44308, 0.50636, 1.16609)

Values from the calculation:
orbital gap: 9.6 eV
electronic energy: -546.02026 Ha